[1]
C15H14Cl2FNO4S | ωB97M-V with the def2-TZVPD basis set

Properties
Net charge: 0
DFT total energy: -64057.502 eV
Strongest force on any atom: 2.71 eV Å⁻¹

Element x y z (Å)
C (-6.8958, 3.3207, -3.0279)
C (-7.2544, 3.2372, -1.5542)
O (-6.1632, 2.8292, -0.6664)
C (-6.3400, 3.1560, 0.6227)
O (-7.2612, 3.8207, 1.0613)
C (-5.4015, 2.3947, 1.5389)
F (-6.0782, 1.2626, 1.8003)
S (-4.4898, 2.5853, 3.2559)
O (-3.4939, 3.5794, 3.1050)
O (-5.4826, 2.6219, 4.2868)
C (-3.5387, 0.9955, 3.3941)
C (-4.0290, -0.2880, 3.1387)
C (-3.1219, -1.3590, 3.0161)
C (-1.7565, -1.1652, 3.2171)
C (-1.2942, 0.1069, 3.5494)
C (-2.1800, 1.1746, 3.6361)
H (-7.8025, 3.6067, -3.5602)
H (-6.1671, 4.1206, -3.2131)
H (-6.5986, 2.3672, -3.4718)
H (-7.6132, 4.2180, -1.2406)
H (-8.0350, 2.4934, -1.3861)
H (-4.4803, 2.1672, 1.0240)
H (-5.0952, -0.4106, 2.9788)
H (-3.4987, -2.3424, 2.6990)
H (-1.0625, -2.0123, 3.1742)
H (-0.2397, 0.2969, 3.6853)
H (-1.7886, 2.1688, 3.7792)
Cl (-7.8608, -1.6529, -2.7591)
C (-8.6180, -2.7496, -1.6616)
C (-9.6353, -3.6561, -2.0355)
C (-10.1824, -4.4577, -1.0308)
C (-9.7798, -4.2631, 0.2917)
C (-8.7242, -3.3731, 0.5370)
Cl (-8.0043, -3.1570, 2.0609)
N (-8.1020, -2.7250, -0.4366)
H (-9.8932, -3.7923, -3.0895)
H (-10.9189, -5.2195, -1.2593)
H (-10.1679, -4.8040, 1.1485)

[2]
C15H14CuN4Se5Te | ωB97M-V with the def2-TZVPD basis set

Properties
Net charge: 0
DFT total energy: -400408.109 eV
Multiplicity: 2
Strongest force on any atom: 0.92 eV Å⁻¹

Element x y z (Å)
Cu (-0.0742, -0.2562, 0.2616)
Se (-2.5709, 0.9720, 2.9504)
Se (-2.2461, -0.0201, 4.9305)
Te (-2.1241, -2.5323, 4.5834)
Se (-0.9554, -2.9080, 2.4838)
Se (2.7452, -0.0191, -0.7582)
Se (2.2451, -2.2498, -0.9084)
C (0.3578, -2.4767, -1.3636)
C (0.0703, -3.4531, -2.3053)
C (-1.2564, -3.7502, -2.5609)
C (-2.2399, -3.0736, -1.8521)
C (-1.8628, -2.1216, -0.9255)
N (-0.5868, -1.8201, -0.7002)
C (2.4435, 0.3595, 1.1183)
C (3.4366, 0.9571, 1.8729)
C (3.2164, 1.1207, 3.2327)
C (2.0330, 0.6442, 3.7790)
C (1.0821, 0.0955, 2.9374)
N (1.2680, -0.0118, 1.6247)
H (0.8782, -3.9649, -2.8092)
H (-1.5180, -4.4985, -3.2962)
H (-3.2832, -3.2872, -2.0145)
H (-2.5796, -1.5794, -0.3273)
H (4.3556, 1.2761, 1.4014)
H (3.9666, 1.5864, 3.8547)
H (1.8402, 0.7103, 4.8383)
H (0.1420, -0.2834, 3.3095)
N (0.0383, 0.4777, -2.9185)
C (-0.3676, 1.5419, -2.1802)
C (-0.6469, 2.7695, -2.7988)
C (-1.1179, 3.8136, -2.0385)
C (-1.3077, 3.6329, -0.6694)
C (-0.9972, 2.4067, -0.1315)
N (-0.5290, 1.3865, -0.8573)
H (0.3727, 0.6319, -3.8524)
H (0.3703, -0.3393, -2.4354)
H (-0.4844, 2.8655, -3.8616)
H (-1.3243, 4.7668, -2.4997)
H (-1.6694, 4.4277, -0.0375)
H (-1.1201, 2.2027, 0.9238)

[3]
C15H14F6N2O5PdSSb | ωB97M-V with the def2-TZVPD basis set

Properties
Net charge: 0
DFT total energy: -66160.246 eV
Multiplicity: 2
Strongest force on any atom: 0.99 eV Å⁻¹

Element x y z (Å)
Pd (0.5376, 0.0315, -1.0601)
O (1.3450, 4.0362, -0.6990)
C (1.2678, 2.8713, -0.3784)
O (0.7479, 1.9806, -1.1863)
C (1.7643, 2.4527, 1.0039)
C (0.6569, 1.8553, 1.9038)
C (1.0848, 1.9426, 3.3732)
C (2.1529, 0.8176, 3.4432)
C (2.1118, 0.2802, 2.0057)
O (0.7501, 0.4500, 1.6437)
C (2.8293, 1.3252, 1.0988)
C (3.2420, 0.7173, -0.2402)
O (4.4349, 1.0944, -0.5152)
O (2.6032, -0.0633, -0.9377)
H (2.1674, 3.3609, 1.4448)
H (-0.3463, 2.2049, 1.6753)
H (0.2412, 1.7246, 4.0244)
H (1.4746, 2.9253, 3.6338)
H (1.8630, 0.0325, 4.1382)
H (3.1415, 1.1748, 3.7290)
H (2.4181, -0.7517, 1.8577)
H (3.7415, 1.6900, 1.5712)
N (-1.3765, 1.7465, -3.0064)
C (-2.0121, 0.8478, -2.2544)
N (-1.4389, 0.1677, -1.2852)
C (-2.3170, -0.7005, -0.6352)
C (-2.0030, -1.5443, 0.4198)
C (-3.0019, -2.3589, 0.9213)
C (-4.2909, -2.3351, 0.3889)
C (-4.6082, -1.4907, -0.6606)
C (-3.6053, -0.6756, -1.1610)
S (-3.6955, 0.4812, -2.4690)
H (-0.4837, 2.1065, -2.6817)
H (-1.8652, 2.2347, -3.7340)
H (-0.9990, -1.5717, 0.8213)
H (-2.7746, -3.0348, 1.7345)
H (-5.0516, -2.9870, 0.7960)
H (-5.6052, -1.4715, -1.0796)
F (1.0493, -1.3780, -3.1797)
Sb (0.7065, -3.1613, -2.5734)
F (0.8668, -2.2057, -0.8424)
F (-1.1254, -2.7048, -2.4723)
F (0.3937, -4.7884, -1.7022)
F (0.4584, -3.8292, -4.3023)
F (2.5497, -3.4997, -2.5720)

[4]
C15H14FeN4O4Te | ωB97M-V with the def2-TZVPD basis set

Properties
Net charge: +1
DFT total energy: -71608.758 eV
Multiplicity: 6
Strongest force on any atom: 0.38 eV Å⁻¹

Element x y z (Å)
Fe (0.0635, 0.7030, 0.1733)
C (0.8349, 1.2407, 4.0471)
C (0.0643, 0.1397, 3.4134)
N (-0.1734, -0.0102, 2.1204)
C (-0.9304, -1.1617, 1.9781)
C (-1.1484, -1.7042, 3.2059)
N (-0.5137, -0.8695, 4.0871)
C (-1.8524, -2.9028, 3.7566)
O (-2.4510, -3.6937, 2.8988)
O (-1.8263, -3.0735, 4.9483)
C (-1.3707, -1.6038, 0.6280)
O (-2.0221, -2.6254, 0.4984)
O (-0.9940, -0.8272, -0.3473)
H (1.2104, 1.9153, 3.2811)
H (1.6817, 0.8494, 4.6107)
H (0.2044, 1.8101, 4.7303)
H (-0.5164, -1.0405, 5.0847)
H (-2.3486, -3.3720, 1.9624)
Te (-0.6200, 3.2838, 0.3400)
C (-1.8820, 4.1053, -1.0788)
C (-2.9943, 3.4158, -1.5608)
C (-3.8053, 4.0230, -2.5038)
C (-3.5035, 5.3003, -2.9631)
C (-2.3953, 5.9823, -2.4775)
C (-1.5804, 5.3930, -1.5242)
H (-3.2214, 2.4190, -1.2068)
H (-4.6710, 3.4987, -2.8847)
H (-4.1384, 5.7682, -3.7035)
H (-2.1674, 6.9768, -2.8361)
H (-0.7241, 5.9264, -1.1332)
N (2.0854, -0.6530, -1.3928)
C (3.2741, -0.6683, -2.0060)
C (3.8931, 0.5343, -1.7334)
C (2.9865, 1.2319, -0.9378)
N (1.8878, 0.5063, -0.7297)
H (1.3568, -1.3529, -1.4062)
H (3.5922, -1.5178, -2.5864)
H (4.8619, 0.8583, -2.0680)
H (3.0719, 2.2174, -0.5095)

[5]
C15H14HgN5 | ωB97M-V with the def2-TZVPD basis set

Properties
Net charge: 0
DFT total energy: -27403.292 eV
Multiplicity: 2
Strongest force on any atom: 1.31 eV Å⁻¹

Element x y z (Å)
Hg (-1.6615, -2.1387, -2.0960)
C (4.9308, 1.9316, 0.2742)
C (3.6966, 2.4083, 0.6886)
C (2.5334, 1.8839, 0.1571)
C (2.5885, 0.8741, -0.8030)
C (3.8333, 0.4059, -1.2202)
C (4.9955, 0.9317, -0.6811)
C (1.3600, 0.3533, -1.4143)
C (0.1501, 0.7526, -1.1516)
C (-1.0304, 1.3710, -0.8995)
C (-1.3424, 2.6027, -1.5510)
C (-2.5348, 3.2370, -1.3189)
C (-3.4847, 2.6868, -0.4622)
C (-3.1998, 1.4886, 0.1884)
C (-2.0077, 0.8389, -0.0079)
H (5.8394, 2.3487, 0.6816)
H (3.6502, 3.2014, 1.4206)
H (1.5659, 2.2591, 0.4574)
H (3.8891, -0.3592, -1.9833)
H (5.9596, 0.5710, -1.0115)
H (1.5076, -0.4315, -2.1526)
H (-0.6165, 3.0350, -2.2222)
H (-2.7378, 4.1782, -1.8091)
H (-4.4336, 3.1788, -0.3081)
H (-3.9345, 1.0629, 0.8565)
H (-1.7945, -0.0957, 0.4892)
N (-1.8857, -6.0161, 1.7349)
N (-1.9074, -4.6601, 1.6862)
N (-2.0994, -3.9121, 2.7429)
C (-1.9505, -2.6926, 2.2367)
N (-1.6822, -2.7313, 0.9355)
N (-1.6611, -3.9855, 0.5984)
H (-2.6141, -6.3846, 2.3380)
H (-1.8916, -6.3990, 0.7950)
H (-2.0297, -1.7953, 2.8112)

[6]
C15H14N2O2S2Zr | ωB97M-V with the def2-TZVPD basis set

Properties
Net charge: 0
DFT total energy: -45807.962 eV
Strongest force on any atom: 4.15 eV Å⁻¹

Element x y z (Å)
C (-1.9264, 0.7142, -0.5316)
C (-0.9324, 1.1481, -1.4741)
C (-0.0532, 2.0644, -0.8058)
C (-0.5120, 2.2096, 0.5502)
C (-1.6607, 1.3559, 0.7269)
Zr (0.2952, -0.0592, 0.3618)
C (1.1438, -1.3934, -1.2752)
C (-0.0835, -2.2295, -1.0421)
C (-0.5222, -3.1928, -1.9400)
N (-0.7431, -1.9234, 0.0920)
H (0.7493, 2.6296, -1.2724)
H (-0.9026, 0.9001, -2.5339)
H (-0.1276, 2.9190, 1.2781)
H (-2.2793, 1.2930, 1.6255)
H (-2.7784, 0.0680, -0.7527)
H (1.2772, -1.0373, -2.2971)
H (-1.5325, -2.5060, 0.3680)
H (2.0516, -1.8453, -0.8571)
H (0.0487, -3.3301, -2.8522)
H (-1.4493, -3.7231, -1.7410)
O (0.5145, -1.8952, 4.1086)
S (0.4130, -0.4638, 3.9952)
O (-0.8359, 0.2062, 4.2503)
N (0.8977, -0.0284, 2.4338)
C (2.1099, 0.6089, 2.3555)
S (2.6902, 0.9441, 0.7929)
C (2.6381, 0.9081, 3.6605)
C (3.7582, 1.6778, 4.0219)
C (4.0136, 1.9215, 5.3717)
C (3.1766, 1.3725, 6.3615)
C (2.0669, 0.5895, 6.0103)
C (1.8059, 0.3903, 4.6639)
H (4.3985, 2.0627, 3.2273)
H (4.8697, 2.5375, 5.6660)
H (3.3866, 1.5664, 7.4151)
H (1.4104, 0.1415, 6.7544)

[7]
C15H14N2O3PtS3 | ωB97M-V with the def2-TZVPD basis set

Properties
Net charge: 0
DFT total energy: -60656.856 eV
Strongest force on any atom: 1.92 eV Å⁻¹

Element x y z (Å)
Pt (0.5697, 0.9970, 0.5992)
O (-0.5112, 3.1643, -2.8342)
C (-0.2139, 2.6981, -1.7497)
O (0.3339, 1.5740, -1.5482)
C (-0.5723, 3.5039, -0.4888)
C (-1.1215, 4.7737, -0.6074)
C (-1.5057, 5.4495, 0.5371)
C (-1.3041, 4.8334, 1.7642)
C (-0.7469, 3.5672, 1.7993)
N (-0.3954, 2.9155, 0.6949)
H (-1.2335, 5.1882, -1.5993)
H (-1.9597, 6.4290, 0.4785)
H (-1.5745, 5.3305, 2.6832)
H (-0.5747, 3.0690, 2.7430)
S (3.1013, 1.4616, 0.9426)
C (2.9814, -0.2192, 0.8073)
N (1.7883, -0.7910, 0.8064)
C (1.8533, -2.1456, 0.6477)
C (0.7790, -3.0301, 0.6055)
C (1.0272, -4.3747, 0.4179)
C (2.3258, -4.8524, 0.2672)
C (3.4074, -3.9929, 0.3360)
C (3.1668, -2.6456, 0.5317)
S (4.3198, -1.3337, 0.6329)
H (-0.2189, -2.6388, 0.7322)
H (0.2000, -5.0656, 0.3797)
H (2.4996, -5.9060, 0.1112)
H (4.4166, -4.3589, 0.2434)
C (-3.1288, -1.9740, -0.3360)
S (-2.3716, -0.3499, -0.7843)
C (-1.1472, -1.0319, -1.9644)
O (-1.6252, 0.0177, 0.4503)
H (-3.7130, -2.3414, -1.1720)
H (-3.7766, -1.8103, 0.5195)
H (-2.3497, -2.6797, -0.0766)
H (-1.6527, -1.6965, -2.6564)
H (-0.3597, -1.5446, -1.4217)
H (-0.7131, -0.1891, -2.4919)

[8]
C15H14N3O6S | ωB97M-V with the def2-TZVPD basis set

Properties
Net charge: -1
DFT total energy: -43375.870 eV
Strongest force on any atom: 1.49 eV Å⁻¹

Element x y z (Å)
C (-3.5579, -1.3097, 2.7479)
C (-3.4183, -0.5074, 1.4902)
O (-4.0748, -0.7164, 0.5024)
N (-2.4438, 0.5592, 1.4492)
C (-1.9691, 1.0613, 2.6817)
C (-0.4937, 1.2562, 2.8468)
O (-2.7644, 1.3438, 3.5538)
C (-1.4682, 0.4157, 0.4087)
C (-0.6149, -0.6229, 0.3113)
C (-0.6426, -1.7981, 1.2853)
O (-1.4856, -2.6593, 0.9839)
O (0.1547, -1.7391, 2.2375)
C (0.3697, -0.6751, -0.7366)
C (0.5058, 0.2817, -1.6850)
C (1.4942, 0.2774, -2.8176)
C (2.3388, -0.9837, -2.9625)
C (3.4723, -1.2100, -1.9306)
C (3.7454, -0.0944, -0.9635)
O (3.6423, -0.1822, 0.2301)
O (4.1902, 1.0499, -1.5641)
C (-0.3871, 1.3944, -1.5944)
N (-0.4084, 2.4537, -2.4043)
S (-1.5777, 3.4173, -1.8630)
N (-2.1039, 2.5696, -0.6051)
C (-1.3664, 1.4595, -0.5519)
H (-4.1263, -2.1984, 2.5075)
H (-4.0702, -0.7126, 3.4978)
H (-2.5765, -1.5553, 3.1506)
H (0.0218, 0.2971, 2.9121)
H (-0.0809, 1.8332, 2.0213)
H (-0.3452, 1.8241, 3.7610)
H (1.0127, -1.5446, -0.7541)
H (0.8943, 0.3709, -3.7264)
H (2.1148, 1.1702, -2.7912)
H (1.6542, -1.8290, -2.9070)
H (2.7752, -0.9907, -3.9587)
H (3.2791, -2.0827, -1.3141)
H (4.4104, -1.3988, -2.4555)
H (3.9002, 1.7752, -0.9936)

What is the formula in the first record?
C15H14Cl2FNO4S